{
  "formula": "C3H5N3OS",
  "method": "ωB97M-V/def2-TZVPD",
  "molar_mass_g_mol": 131.160,
  "energy_ev": -20540.8906,
  "e_above_lowest_kj_mol": 460.1,
  "lumo_energy_ha": -0.0014,
  "species": ["C", "C", "C", "H", "H", "H", "H", "H", "N", "N", "N", "O", "S"],
  "coordinates": [[3.2428, -0.5569, 0.2348], [-0.0260, 0.3627, -0.1552], [-1.7285, -1.4091, 0.0661], [3.6749, 0.3913, 0.7803], [4.0230, -1.3456, -0.1023], [0.3939, -1.6344, -0.3912], [-1.6093, -2.4892, 0.4560], [-3.5430, -1.6114, 0.3800], [1.9411, -0.6703, -0.2143], [-0.3906, -0.8697, -0.1616], [-2.8237, -0.8161, 0.0534], [1.3589, 0.5696, -0.0213], [-0.8643, 1.7653, 0.0269]],
  "lowdin_charge": [0.045, -0.918, -0.297, 0.112, 0.089, 0.184, 0.136, 0.117, -0.064, 0.001, 0.084, -0.168, 0.680]
}

{
  "formula": "C3H5N3OS",
  "method": "ωB97M-V/def2-TZVPD",
  "molar_mass_g_mol": 131.160,
  "energy_ev": -20543.8338,
  "e_above_lowest_kj_mol": 176.1,
  "lumo_energy_ha": 0.0197,
  "species": ["C", "C", "C", "H", "H", "H", "H", "H", "N", "N", "N", "O", "S"],
  "coordinates": [[-2.8484, -0.3548, -0.4414], [0.2378, -0.0506, 0.2810], [2.5407, 0.5798, -0.4771], [-2.5665, -0.6081, 0.5729], [-3.8997, -0.4167, -0.7191], [0.0573, -0.6408, 2.1118], [1.9754, -0.0808, 1.3505], [3.5640, 0.6193, -0.0517], [-2.0763, 0.0682, -1.3561], [-0.5070, -0.4674, 1.2417], [1.6249, 0.1360, 0.4387], [2.3106, 0.8847, -1.6214], [-0.4128, 0.3312, -1.3298]],
  "lowdin_charge": [-0.128, -0.669, -0.350, 0.036, 0.065, 0.072, 0.127, 0.138, -0.377, 0.057, 0.044, -0.004, 0.989]
}

{
  "formula": "C3H5N3OS",
  "method": "ωB97M-V/def2-TZVPD",
  "molar_mass_g_mol": 131.160,
  "energy_ev": -20539.4256,
  "e_above_lowest_kj_mol": 601.5,
  "lumo_energy_ha": -0.0207,
  "species": ["C", "C", "C", "H", "H", "H", "H", "H", "N", "N", "N", "O", "S"],
  "coordinates": [[1.1421, 1.0857, 0.7479], [1.6183, -0.2727, 0.0970], [-1.6708, -1.6881, 0.0110], [-1.2618, 2.0973, -0.6619], [-0.3345, 0.5292, -1.1471], [1.7853, 1.4090, 1.5993], [-1.5608, -2.6766, -0.6269], [-2.7473, -1.1991, 0.1439], [-0.3020, 1.6875, -0.8400], [0.2615, 1.9490, 0.3577], [-0.6466, -0.9141, 0.4694], [0.5884, -1.3645, 0.0485], [3.1281, -0.6426, -0.1988]],
  "lowdin_charge": [-0.201, -0.761, 0.003, 0.103, 0.163, 0.108, 0.108, 0.104, -0.041, -0.083, -0.089, -0.206, 0.793]
}

{
  "formula": "C3H5N3S",
  "method": "ωB97M-V/def2-TZVPD",
  "molar_mass_g_mol": 115.161,
  "energy_ev": -18491.8258,
  "e_above_lowest_kj_mol": 585.9,
  "lumo_energy_ha": -0.0246,
  "species": ["C", "C", "C", "N", "N", "N", "S", "H", "H", "H", "H", "H"],
  "coordinates": [[-1.7146, 0.7057, 0.0852], [-0.4414, 1.1219, -0.0212], [-0.6916, -1.3490, -0.0473], [-1.7962, -0.7037, 0.0990], [1.4554, 0.2242, -1.2650], [1.5241, 0.2068, 1.3751], [0.7128, -0.1271, 0.0843], [-2.4416, 1.2982, -0.2693], [0.0807, 2.0654, -0.1850], [-0.7247, -2.4590, 0.0639], [1.8714, -0.5534, -1.7974], [2.1656, -0.4299, 1.8776]],
  "lowdin_charge": [-0.146, -0.208, -0.186, 0.000, -0.227, -0.223, 0.688, 0.070, 0.106, 0.106, 0.004, 0.017]
}

{
  "formula": "C3H5N3S",
  "method": "ωB97M-V/def2-TZVPD",
  "molar_mass_g_mol": 115.161,
  "energy_ev": -18497.2949,
  "e_above_lowest_kj_mol": 58.2,
  "lumo_energy_ha": 0.0296,
  "species": ["C", "C", "C", "H", "H", "H", "H", "H", "N", "N", "N", "S"],
  "coordinates": [[-2.0527, 1.7423, 0.7877], [-0.8576, -0.4050, 1.3290], [0.4970, -0.3588, -0.2507], [-2.6430, 1.4956, 1.6744], [-2.7069, 1.8096, -0.0809], [-1.5572, 2.6999, 0.9405], [-1.4179, -0.6603, 2.2239], [1.7078, 0.1935, -2.1109], [-1.0812, 0.6935, 0.5967], [0.1368, -1.1092, 0.8185], [-0.2093, 0.7410, -0.4365], [1.8233, -0.8554, -1.2934]],
  "lowdin_charge": [-0.020, -0.158, -0.805, 0.090, 0.090, 0.089, 0.130, -0.140, -0.200, 0.064, 0.080, 0.781]
}

{
  "formula": "C3H5N3S",
  "method": "ωB97M-V/def2-TZVPD",
  "molar_mass_g_mol": 115.161,
  "energy_ev": -18486.9984,
  "e_above_lowest_kj_mol": 551.3,
  "lumo_energy_ha": [-0.0426, -0.1070],
  "multiplicity": 3,
  "species": ["C", "C", "C", "N", "N", "N", "S", "H", "H", "H", "H", "H"],
  "coordinates": [[1.0611, -1.1337, -0.9250], [1.2783, 0.1793, -0.5902], [-0.8870, -1.0357, 0.2212], [-0.1479, -1.7832, -0.4493], [0.0566, 1.2020, 1.7252], [-1.1267, 1.8858, -0.2482], [-0.2848, 0.7311, 0.3104], [1.5301, -1.8919, -1.5807], [2.0623, 0.8650, -0.8384], [-2.7629, -1.2974, 1.3214], [0.5661, 0.5575, 2.2000], [-1.3452, 1.7211, -1.1464]],
  "lowdin_charge": [-0.170, -0.107, -0.207, -0.007, -0.206, -0.181, 0.698, 0.113, 0.075, 0.078, -0.037, -0.048]
}

{
  "formula": "C3H5N4",
  "method": "ωB97M-V/def2-TZVPD",
  "molar_mass_g_mol": 97.101,
  "energy_ev": -9139.8586,
  "e_above_lowest_kj_mol": 496.6,
  "charge": 1,
  "lumo_energy_ha": [-0.2404, -0.2402],
  "species": ["C", "C", "C", "N", "N", "N", "N", "H", "H", "H", "H", "H"],
  "coordinates": [[-0.0014, -0.3917, -0.3589], [0.3822, 0.6392, 0.5007], [-0.1304, -1.4195, -1.3931], [-0.7249, 0.9999, 1.1677], [-1.8326, 0.7537, 0.7265], [-1.2027, -0.8619, -0.4669], [1.6457, 1.0407, 0.6740], [-0.0267, -1.1220, -2.3737], [0.2430, -2.4274, -1.1435], [-2.6053, 0.4945, 1.2398], [2.2524, 0.6562, -0.0557], [2.0008, 1.6383, 1.4832]],
  "lowdin_charge": [-0.192, -0.262, 0.042, 0.123, 0.212, 0.231, 0.204, 0.082, 0.125, 0.105, 0.143, 0.187]
}

{
  "formula": "C3H5N5",
  "method": "ωB97M-V/def2-TZVPD",
  "molar_mass_g_mol": 111.108,
  "energy_ev": -10637.9047,
  "e_above_lowest_kj_mol": 479.5,
  "lumo_energy_ha": -0.0045,
  "species": ["C", "C", "C", "H", "H", "H", "H", "H", "N", "N", "N", "N", "N"],
  "coordinates": [[-0.4609, -0.8859, 0.6219], [0.1409, 0.8802, 1.5845], [0.2818, 1.0482, -0.8674], [-0.5077, -1.3380, -1.3802], [-0.6529, -2.8172, -0.6898], [0.8166, 1.6873, 1.9923], [0.5218, 2.1759, -0.8141], [0.8088, 1.0190, -2.7392], [-0.4428, -1.5887, -0.5440], [-0.7523, -0.9903, 1.9472], [-0.3457, 0.1483, 2.5758], [0.0060, 0.4270, 0.3022], [0.5864, 0.2341, -1.9891]],
  "lowdin_charge": [-0.340, -0.213, -0.147, -0.080, 0.247, 0.134, 0.150, 0.075, 0.129, 0.014, 0.009, -0.021, 0.044]
}

{
  "formula": "C3H5N5",
  "method": "ωB97M-V/def2-TZVPD",
  "molar_mass_g_mol": 111.108,
  "energy_ev": -10639.3178,
  "e_above_lowest_kj_mol": 343.1,
  "lumo_energy_ha": 0.0146,
  "species": ["C", "C", "C", "H", "H", "H", "H", "H", "N", "N", "N", "N", "N"],
  "coordinates": [[0.4051, -0.2313, 1.5445], [1.0935, 0.7451, -0.7291], [-0.6972, -0.5669, -0.6542], [1.7189, 1.2846, 2.0728], [-0.3633, -1.0487, 1.7958], [2.1222, 1.2345, -0.4584], [-1.7523, 0.0671, -2.3219], [-1.9712, -1.6973, 0.4501], [1.1540, 0.3488, 2.3926], [0.3015, -0.0638, 0.0634], [0.4023, 1.0702, -1.8739], [-0.7550, 0.2271, -1.8061], [-1.6583, -1.3693, -0.4756]],
  "lowdin_charge": [-0.190, -0.127, -0.562, 0.120, 0.133, 0.151, 0.221, 0.040, 0.076, -0.019, 0.053, 0.007, 0.095]
}

{
  "formula": "C3H5N5",
  "method": "ωB97M-V/def2-TZVPD",
  "molar_mass_g_mol": 111.108,
  "energy_ev": -10639.2293,
  "e_above_lowest_kj_mol": 351.7,
  "lumo_energy_ha": -0.0383,
  "species": ["C", "C", "C", "H", "H", "H", "H", "H", "N", "N", "N", "N", "N"],
  "coordinates": [[-1.0562, -0.2407, 0.0048], [-0.5293, -1.6329, -0.1399], [1.1910, -0.1807, -0.0577], [-0.1316, 2.4680, 0.8049], [0.6066, 2.2768, -0.7563], [-2.9137, -0.7081, 0.2433], [-1.0509, -2.6673, -0.1347], [3.0333, -0.5643, 0.4170], [-0.1037, 1.8340, -0.2193], [0.0248, 0.5755, -0.1720], [-2.3216, 0.1799, 0.0770], [0.8054, -1.5084, -0.1708], [2.4456, 0.1682, 0.1037]],
  "lowdin_charge": [-0.363, 0.006, -0.421, 0.205, 0.079, 0.068, 0.147, 0.026, 0.039, -0.180, 0.130, 0.103, 0.161]
}

{
  "formula": "C3H5N6O2",
  "method": "ωB97M-V/def2-TZVPD",
  "molar_mass_g_mol": 157.113,
  "energy_ev": -16223.0753,
  "e_above_lowest_kj_mol": 133.5,
  "charge": -1,
  "lumo_energy_ha": 0.1430,
  "species": ["C", "C", "C", "N", "N", "N", "N", "N", "N", "O", "O", "H", "H", "H", "H", "H"],
  "coordinates": [[-3.1150, 2.4277, 0.0650], [0.3610, 1.0754, -0.7030], [-1.0356, 0.8313, -0.0362], [-1.9123, 3.2222, -1.5057], [-2.0648, 2.1297, -0.7441], [-3.5836, 3.6607, -0.1858], [-2.7495, 4.1394, -1.0979], [-1.1531, 0.5511, 1.3191], [-0.1682, 1.1465, 1.9624], [0.6592, 1.8545, 1.5171], [-0.1331, 1.0243, 3.2360], [1.2294, 0.5407, -0.3887], [0.1507, 0.8366, -1.7465], [0.4810, 2.1571, -0.5367], [-3.5368, 1.9798, 0.8885], [-1.6670, 0.0391, -0.6155]],
  "lowdin_charge": [-0.222, -0.091, -0.260, -0.046, -0.051, -0.037, -0.118, 0.057, -0.522, -0.016, -0.089, 0.063, 0.060, 0.066, 0.072, 0.134]
}

{
  "formula": "C3H5NO",
  "method": "ωB97M-V/def2-TZVPD",
  "molar_mass_g_mol": 71.079,
  "energy_ev": -6724.4035,
  "e_above_lowest_kj_mol": 498.7,
  "lumo_energy_ha": [-0.0114, -0.0116],
  "species": ["C", "O", "C", "C", "N", "H", "H", "H", "H", "H"],
  "coordinates": [[-1.1925, 0.9463, 0.0766], [-0.7572, 0.4373, -0.9917], [0.6652, -0.7248, -0.6810], [0.8543, -0.3989, 0.7266], [1.7779, -1.0789, 1.1028], [-1.9844, 0.4389, 0.6509], [-1.0002, 2.0067, 0.2897], [0.0629, 0.3951, 1.1571], [1.3805, -0.3483, -1.4062], [0.1937, -1.6735, -0.9248]],
  "lowdin_charge": [-0.172, -0.135, 0.036, -0.421, 0.191, 0.097, 0.095, 0.102, 0.103, 0.104]
}

{
  "formula": "C3H5NO",
  "method": "ωB97M-V/def2-TZVPD",
  "molar_mass_g_mol": 71.079,
  "energy_ev": -6726.9597,
  "e_above_lowest_kj_mol": 252.1,
  "lumo_energy_ha": 0.0355,
  "species": ["C", "C", "C", "H", "H", "H", "H", "H", "N", "O"],
  "coordinates": [[0.5796, -0.8639, 0.0823], [0.4879, 0.6790, -0.0908], [-1.0338, 0.7550, 0.0928], [1.3757, -1.4535, -0.5592], [0.8437, -1.2545, 1.1777], [0.7544, 0.9596, -1.1784], [1.2097, 1.2179, 0.5740], [-1.6863, 1.6490, 0.0304], [-1.6964, -0.3221, 0.0147], [-0.8345, -1.3666, -0.1434]],
  "lowdin_charge": [-0.160, -0.144, -0.178, 0.137, 0.139, 0.129, 0.113, 0.115, 0.019, -0.171]
}

{
  "formula": "C3H5NO",
  "method": "ωB97M-V/def2-TZVPD",
  "molar_mass_g_mol": 71.079,
  "energy_ev": -6727.9522,
  "e_above_lowest_kj_mol": 156.3,
  "lumo_energy_ha": 0.0233,
  "species": ["C", "C", "C", "H", "H", "H", "H", "H", "N", "O"],
  "coordinates": [[0.5562, 0.1111, -0.0620], [-0.5488, -0.5916, 0.0432], [-1.7374, 0.2387, 0.1092], [2.3523, -0.9669, 0.1433], [2.6187, 0.6662, -0.1975], [0.1393, 1.1404, 0.0595], [-0.7499, -1.5879, 0.1326], [-1.6661, 1.3113, 0.1217], [1.8654, -0.1183, -0.1435], [-2.8297, -0.2031, -0.2067]],
  "lowdin_charge": [-0.246, -0.081, -0.305, 0.104, 0.150, 0.118, 0.082, 0.102, 0.064, 0.012]
}

{
  "formula": "C3H5NO",
  "method": "ωB97M-V/def2-TZVPD",
  "molar_mass_g_mol": 71.079,
  "energy_ev": -6728.2294,
  "e_above_lowest_kj_mol": 129.6,
  "lumo_energy_ha": 0.0383,
  "species": ["C", "C", "N", "C", "O", "H", "H", "H", "H", "H"],
  "coordinates": [[-0.7247, -0.6917, -0.0573], [-0.5401, 0.7838, 0.1575], [0.7413, 1.0875, -0.5057], [1.3588, 0.0104, -0.2489], [0.6565, -1.0411, 0.2750], [-1.4283, -1.0951, 0.6765], [-0.9321, -1.0669, -1.0654], [-1.3173, 1.5052, -0.1241], [-0.2422, 0.6345, 1.2131], [2.4281, -0.1266, -0.3208]],
  "lowdin_charge": [-0.160, -0.208, 0.073, -0.257, -0.069, 0.124, 0.123, 0.121, 0.124, 0.130]
}

{
  "formula": "C3H5NO",
  "method": "ωB97M-V/def2-TZVPD",
  "molar_mass_g_mol": 71.079,
  "energy_ev": -6726.4401,
  "e_above_lowest_kj_mol": 302.2,
  "lumo_energy_ha": 0.0330,
  "species": ["C", "C", "C", "N", "O", "H", "H", "H", "H", "H"],
  "coordinates": [[-0.1033, 0.4728, -0.1966], [-0.3854, 1.7675, -0.6707], [0.3406, -1.7263, 0.5025], [0.6669, 1.3277, 0.3523], [-0.4620, -0.7540, -0.2617], [-0.1660, 2.2818, -1.5840], [-1.2843, 2.1811, -0.0485], [0.0829, -1.5418, 1.5729], [1.3286, -1.2727, 0.2097], [-0.0179, -2.7361, 0.1240]],
  "lowdin_charge": [-0.540, -0.091, 0.004, 0.158, -0.040, 0.075, 0.115, 0.101, 0.107, 0.113]
}

{
  "formula": "C3H5NO",
  "method": "ωB97M-V/def2-TZVPD",
  "molar_mass_g_mol": 71.079,
  "energy_ev": -6726.0147,
  "e_above_lowest_kj_mol": 343.3,
  "lumo_energy_ha": -0.0113,
  "species": ["C", "C", "O", "C", "N", "H", "H", "H", "H", "H"],
  "coordinates": [[-1.3476, -0.0186, -0.0411], [0.0968, -0.0745, 0.4316], [1.3076, -0.9500, -0.7107], [1.0670, 0.7951, -0.1222], [1.7114, 1.7230, -0.3746], [-1.3870, 0.1563, -1.1153], [-1.9144, 0.8041, 0.4486], [-1.8664, -0.9389, 0.2304], [0.1810, -0.2921, 1.5130], [2.1515, -1.2043, -0.2595]],
  "lowdin_charge": [-0.044, -0.078, -0.102, -0.424, 0.148, 0.090, 0.108, 0.081, 0.143, 0.079]
}

{
  "formula": "C3H5NO",
  "method": "ωB97M-V/def2-TZVPD",
  "molar_mass_g_mol": 71.079,
  "energy_ev": -6727.2963,
  "e_above_lowest_kj_mol": 219.6,
  "lumo_energy_ha": 0.0322,
  "species": ["C", "O", "C", "C", "N", "H", "H", "H", "H", "H"],
  "coordinates": [[0.0540, -0.9022, 0.5197], [1.1733, -0.0919, 0.3907], [0.8488, 0.9108, -0.5906], [-0.6494, 0.9960, -0.7172], [-1.0255, -0.0604, -0.0378], [-0.1228, -1.1542, 1.5716], [0.1364, -1.8288, -0.0724], [-1.9969, -0.3273, 0.0609], [1.2608, 0.6364, -1.5753], [1.3020, 1.8561, -0.2791]],
  "lowdin_charge": [-0.215, -0.122, -0.222, -0.028, -0.016, 0.126, 0.125, 0.126, 0.114, 0.111]
}

{
  "formula": "C3H5NO",
  "method": "ωB97M-V/def2-TZVPD",
  "molar_mass_g_mol": 71.079,
  "energy_ev": -6725.3325,
  "e_above_lowest_kj_mol": 409.1,
  "lumo_energy_ha": 0.0391,
  "species": ["C", "C", "C", "N", "O", "H", "H", "H", "H", "H"],
  "coordinates": [[-1.5866, 0.6867, -0.1221], [-0.7570, -0.2743, 0.3528], [1.5529, -0.4029, -0.0637], [0.5299, -0.1558, 0.8033], [1.2353, 0.9672, 0.2473], [-2.5327, 0.3429, -0.4001], [-1.3570, 1.7211, -0.4319], [-1.0192, -1.4469, 0.3656], [2.3643, -0.8795, 0.4446], [1.5701, -0.5585, -1.1957]],
  "lowdin_charge": [0.023, -0.217, -0.178, -0.110, -0.024, 0.018, 0.069, 0.164, 0.103, 0.152]
}

{
  "formula": "C3H5NO",
  "method": "ωB97M-V/def2-TZVPD",
  "molar_mass_g_mol": 71.079,
  "energy_ev": -6728.3895,
  "e_above_lowest_kj_mol": 114.2,
  "lumo_energy_ha": 0.0295,
  "species": ["C", "O", "C", "C", "N", "H", "H", "H", "H", "H"],
  "coordinates": [[-1.1029, 0.7690, 0.3273], [-0.2951, 0.5165, -0.8138], [0.5163, -0.6119, -0.7154], [1.5505, -0.5063, 0.3438], [2.3383, -0.4385, 1.1875], [-2.1438, 0.8558, 0.0024], [-0.7895, 1.7059, 0.7986], [-1.0267, -0.0352, 1.0668], [1.0198, -0.7308, -1.6785], [-0.0668, -1.5244, -0.5187]],
  "lowdin_charge": [-0.091, -0.178, -0.231, -0.183, 0.149, 0.090, 0.093, 0.089, 0.131, 0.131]
}